# 1
42
Properties=species:S:1:pos:R:3:forces:R:3:nbo_charge:R:1 method="wB97M-V/def2-TZVPD" homo_energy_ev=-7.949 max_force_ev_per_a=13.976 orbital_gap_ha=0.25426
C 4.912 1.589 3.812 2.26 -2.62 1.40 -0.60
C 3.420 1.478 4.124 6.62 -5.03 9.39 -0.38
C 3.128 -0.025 4.394 5.34 2.32 4.95 -0.36
C 3.105 -0.862 3.309 -0.21 -0.76 -1.70 -0.11
O 2.048 -0.256 2.555 -0.40 -3.40 -2.55 -0.48
C 1.793 -1.108 1.481 1.92 -1.97 -0.59 0.26
C 2.477 -2.242 1.081 -1.19 0.88 -4.98 -0.24
C 2.289 -2.687 -0.414 -1.65 1.83 4.71 -0.21
C 1.239 -2.223 -1.114 -2.95 -0.42 -3.32 -0.18
C 0.343 -1.162 -0.582 2.32 -2.83 -3.28 -0.12
C 0.838 -0.794 0.559 -3.50 7.66 4.85 -0.18
H 0.374 0.210 0.998 0.34 -1.64 -0.91 0.19
C -0.775 -0.510 -1.362 7.25 -8.15 -8.74 0.67
O -0.775 -0.932 -2.670 -0.96 3.06 4.37 -0.68
N -1.699 -0.040 -0.744 -6.05 2.65 8.05 -0.59
C -2.975 0.342 -1.045 -2.90 2.78 -3.79 0.23
N -3.233 0.461 -2.396 7.59 -4.47 -0.26 -0.58
C -4.179 0.805 -3.221 2.60 -1.37 -7.48 0.16
C -4.003 0.604 -4.852 -4.08 2.12 12.38 -0.14
C -5.007 0.924 -5.505 -4.09 3.26 -8.54 -0.26
C -6.023 1.730 -5.023 -2.00 -1.81 2.35 0.01
N -6.206 1.681 -3.625 -7.76 5.15 -10.33 -0.37
C -5.293 1.352 -2.925 0.37 -0.18 11.14 -0.04
H -5.517 1.502 -1.748 0.60 -0.49 -2.54 0.18
H -6.720 2.075 -5.859 0.29 -0.08 2.25 0.21
H -4.948 0.895 -6.686 -0.12 -0.27 2.27 0.20
H -3.184 0.257 -4.956 10.28 -4.76 -2.72 0.17
H -2.285 -0.153 -3.131 -1.96 1.56 3.39 0.46
S -3.971 0.970 0.104 0.26 -0.59 0.78 -0.12
H -1.769 -0.127 0.347 1.08 0.37 -2.31 0.46
H 0.932 -2.729 -2.140 0.93 1.36 2.14 0.25
H 2.861 -3.480 -0.763 1.04 -1.18 -0.49 0.22
H 3.359 -2.641 1.381 2.27 -1.03 1.97 0.21
H 2.978 -1.851 3.734 -0.78 -0.70 -0.98 0.20
H 4.079 -0.808 2.830 -0.11 -0.23 -0.79 0.18
H 3.971 -0.563 5.122 -1.86 1.90 -1.27 0.17
H 2.296 0.084 4.945 -3.44 -0.99 1.85 0.21
H 3.208 1.865 5.208 0.25 0.41 -2.48 0.20
H 2.902 1.735 3.404 -5.39 3.28 -6.58 0.19
H 5.311 0.932 2.926 -1.13 1.71 1.19 0.20
H 5.023 2.647 3.705 1.41 0.53 -0.35 0.21
H 5.675 1.052 4.743 -2.48 2.13 -2.44 0.19

---

# 2
86
Properties=species:S:1:pos:R:3:forces:R:3:mulliken_charge:R:1 method="wB97M-V/def2-TZVPD" homo_energy_ev=-13.508 max_force_ev_per_a=1.797 orbital_gap_ha=0.23160 charge=+2
W -0.048 0.949 0.495 -0.50 -1.51 0.84 -0.18
C -2.194 -1.410 -1.249 0.13 0.07 0.06 -0.77
C -1.493 -2.273 -0.212 -0.01 0.05 0.03 -0.70
S -1.077 -1.475 1.357 -0.15 0.00 -0.18 0.51
C -2.628 -1.108 2.199 0.04 -0.01 -0.01 -0.38
C -3.458 -0.002 1.568 0.09 0.02 0.02 -1.07
S -2.468 1.472 1.130 -0.16 0.06 -0.09 0.33
C -3.257 1.992 -0.412 0.05 -0.01 0.00 -0.85
C -2.766 1.319 -1.713 0.09 0.00 0.06 -0.76
S -1.355 0.189 -1.568 -0.17 -0.09 -0.18 0.11
H -3.222 -1.193 -0.975 -0.02 0.00 0.02 0.40
H -2.211 -1.933 -2.204 0.01 -0.01 -0.02 0.63
H -0.522 -2.606 -0.579 0.00 -0.01 -0.02 -0.14
H -2.092 -3.163 -0.016 0.01 -0.01 0.04 0.73
H -2.303 -0.822 3.203 -0.03 0.00 0.00 -0.26
H -3.224 -2.016 2.290 0.01 -0.02 0.00 0.76
H -4.204 0.349 2.281 0.00 0.00 0.00 0.68
H -3.979 -0.336 0.675 0.00 0.00 -0.02 0.50
H -3.074 3.063 -0.456 0.00 0.01 -0.01 0.48
H -4.328 1.852 -0.272 -0.01 0.00 0.01 0.57
H -2.431 2.081 -2.414 -0.01 0.01 0.00 0.45
H -3.558 0.757 -2.204 -0.01 -0.01 -0.01 0.53
C 5.129 -1.099 4.052 -0.03 0.03 -0.03 -1.73
C 3.765 -1.510 3.563 0.05 -0.05 0.01 1.36
C 3.422 -2.952 3.892 -0.01 0.00 -0.02 -1.53
O 3.685 -1.261 2.169 0.00 0.03 -0.06 -0.23
C 2.338 -1.064 1.823 0.07 0.07 0.13 -0.61
C 1.702 -0.570 3.226 -0.01 -0.02 -0.11 -0.50
O 2.789 -0.617 4.104 -0.05 -0.04 -0.02 -0.24
C 0.875 0.734 3.517 0.17 -0.31 0.50 1.94
O 0.171 0.974 2.294 0.33 0.65 -0.63 -0.65
C 1.577 2.017 3.968 -0.13 0.05 -0.13 -0.09
C 2.475 2.011 5.031 0.02 -0.05 0.07 -0.22
C 3.022 3.202 5.488 0.00 -0.02 0.01 -1.08
C 2.659 4.413 4.916 0.00 0.03 -0.01 -0.73
C 1.734 4.427 3.884 -0.01 0.01 0.01 -1.15
C 1.196 3.238 3.415 0.02 -0.08 0.03 0.51
C -0.211 0.432 4.559 -0.10 0.02 -0.09 0.17
C -0.101 -0.595 5.486 0.04 -0.01 -0.01 -0.14
C -1.125 -0.825 6.400 -0.02 0.02 0.01 -1.12
C -2.262 -0.032 6.394 0.00 -0.02 0.01 -0.69
C -2.364 1.017 5.487 0.02 0.02 -0.01 -0.91
C -1.339 1.254 4.584 -0.02 -0.03 0.02 -0.39
C 2.351 -0.376 0.430 0.03 0.14 0.00 1.97
O 1.028 -0.503 -0.177 -0.36 0.65 0.13 -0.39
C 3.325 -1.126 -0.468 -0.01 -0.05 0.01 -0.01
C 2.917 -2.295 -1.099 0.03 -0.01 0.01 -0.17
C 3.807 -3.010 -1.887 -0.02 -0.01 0.01 -0.97
C 5.111 -2.564 -2.041 0.01 0.01 -0.01 -0.68
C 5.523 -1.400 -1.406 -0.01 -0.02 -0.01 -1.08
C 4.633 -0.682 -0.623 -0.04 0.02 0.01 -0.27
C 2.623 1.117 0.435 0.67 0.04 -0.10 -0.04
C 3.259 1.749 1.514 -0.13 -0.07 0.05 -0.34
C 3.773 3.024 1.381 0.04 0.09 -0.05 -0.79
C 3.726 3.663 0.149 -0.01 -0.01 0.02 -0.94
C 3.183 3.019 -0.963 0.01 0.08 0.03 -0.85
C 2.662 1.755 -0.825 0.04 -0.08 -0.02 -0.20
H 5.888 -1.679 3.529 0.01 0.01 0.02 0.38
H 5.216 -1.287 5.121 0.01 0.01 -0.01 0.39
H 5.288 -0.039 3.856 0.01 -0.02 0.00 0.36
H 4.174 -3.612 3.459 -0.02 0.00 0.00 0.42
H 2.446 -3.242 3.498 0.02 0.01 0.01 0.30
H 3.414 -3.089 4.972 0.00 -0.01 -0.01 0.40
H 1.847 -2.027 1.630 0.01 -0.04 -0.03 0.72
H 0.996 -1.375 3.454 -0.03 -0.02 0.01 0.96
H 2.744 1.083 5.512 0.00 0.07 0.01 0.55
H 3.723 3.181 6.312 -0.01 0.00 -0.01 0.50
H 3.080 5.338 5.286 -0.01 -0.01 -0.01 0.45
H 1.425 5.366 3.441 0.01 -0.01 0.01 0.48
H 0.480 3.274 2.606 -0.02 0.02 -0.04 0.27
H 0.790 -1.211 5.526 -0.02 0.00 0.00 0.59
H -1.024 -1.624 7.122 0.00 0.01 -0.01 0.50
H -3.055 -0.211 7.108 0.02 0.00 -0.01 0.45
H -3.229 1.668 5.504 0.01 -0.01 0.00 0.51
H -1.404 2.100 3.910 0.00 0.01 0.01 0.52
H 1.901 -2.651 -0.983 0.00 -0.01 0.00 0.28
H 3.481 -3.917 -2.379 0.01 0.01 0.00 0.47
H 5.805 -3.120 -2.657 -0.01 0.01 0.01 0.43
H 6.540 -1.050 -1.522 -0.01 0.00 0.01 0.48
H 4.964 0.221 -0.123 0.02 -0.02 -0.01 0.47
H 3.383 1.224 2.451 0.00 0.02 -0.02 0.33
H 4.234 3.510 2.231 -0.01 -0.02 -0.01 0.59
H 4.147 4.655 0.043 -0.01 -0.01 -0.01 0.48
H 3.194 3.499 -1.933 0.02 0.01 0.01 0.53
H 2.288 1.230 -1.696 -0.01 -0.03 -0.01 0.50
S -0.109 2.892 -0.337 0.06 0.36 -0.21 -0.07

---

# 3
59
Properties=species:S:1:pos:R:3:forces:R:3:nbo_charge:R:1 method="wB97M-V/def2-TZVPD" homo_energy_ev="-20.259 / -20.244" max_force_ev_per_a=2.927 orbital_gap_ha="0.31663 / 0.15925" spin_multiplicity=5 charge=+4
Pd 0.466 0.073 1.555 -0.44 -0.15 0.28 0.65
C -5.292 0.368 0.816 -0.27 0.20 0.81 -0.62
C -4.161 0.819 -0.091 0.44 -0.16 0.17 -0.29
C -4.638 1.757 -1.181 -0.08 0.86 -0.20 -0.61
C -2.853 1.146 0.571 -1.23 0.15 -1.47 0.16
C -2.547 0.674 1.862 0.33 -0.26 1.15 0.04
C -1.401 1.097 2.543 0.40 0.39 0.30 -0.36
C -0.512 2.053 1.954 -0.32 -0.28 0.83 0.03
C 0.621 2.653 2.729 0.09 0.06 0.14 -0.68
C -0.777 2.438 0.614 -0.81 0.10 -0.92 -0.17
C -1.903 1.991 -0.052 0.85 0.48 0.01 -0.16
H -6.201 0.197 0.241 0.15 -0.06 -0.06 0.27
H -5.525 1.148 1.549 -0.04 0.01 -0.08 0.24
H -5.078 -0.541 1.376 0.00 -0.11 -0.06 0.22
H -3.926 -0.108 -0.670 0.44 -0.23 0.00 0.33
H -4.907 2.732 -0.760 0.03 -0.05 0.09 0.25
H -5.547 1.373 -1.645 0.17 -0.14 0.01 0.27
H -3.904 1.942 -1.962 -0.04 -0.11 -0.11 0.22
H -3.253 0.054 2.396 -0.04 -0.12 -0.07 0.26
H -1.299 0.845 3.603 0.03 0.05 -0.31 0.29
H 1.606 2.310 2.337 -0.35 0.14 0.18 0.24
H 0.542 2.429 3.796 0.11 -0.05 -0.15 0.27
H 0.640 3.743 2.620 -0.04 -0.07 -0.09 0.31
H -0.139 3.175 0.137 0.06 -0.07 -0.01 0.27
H -2.086 2.367 -1.047 -0.07 -0.03 -0.05 0.27
C 5.587 -3.087 3.702 1.99 1.37 0.50 -0.16
C 5.622 -1.793 3.204 1.19 -1.24 1.13 -0.12
C 4.610 -1.369 2.354 -0.14 0.49 -0.21 0.03
C 3.571 -2.241 2.041 -1.73 -0.91 -0.78 -0.35
C 3.510 -3.523 2.577 -1.64 1.77 -1.65 -0.05
C 4.526 -3.934 3.431 0.55 -1.08 0.84 0.08
As 2.110 -1.567 0.870 0.09 -1.43 -0.39 0.92
C 2.985 -1.027 -0.836 -0.43 -0.43 1.31 -0.10
C 2.637 -1.677 -2.020 0.17 -0.30 -1.94 -0.14
C 3.318 -1.346 -3.185 -1.50 -1.57 0.65 -0.16
C 4.259 -0.327 -3.168 0.50 0.31 -1.58 0.09
C 4.610 0.317 -1.987 -0.01 0.63 2.43 -0.10
C 3.922 0.003 -0.825 1.18 1.10 -0.49 -0.25
C 0.998 -3.138 0.510 0.15 0.58 0.25 -0.39
C 1.452 -4.311 -0.096 0.33 0.26 -0.28 -0.18
C 0.556 -5.333 -0.373 0.03 0.12 0.29 -0.19
C -0.766 -5.206 0.041 -0.19 -0.33 0.07 -0.11
C -1.233 -4.038 0.633 0.12 -0.04 0.22 -0.19
C -0.344 -3.008 0.894 0.10 0.59 -0.17 -0.21
H 6.425 -3.444 4.304 -0.30 0.10 -0.03 0.29
H 6.441 -1.125 3.434 0.06 -0.09 0.09 0.28
H 4.660 -0.364 1.947 -0.04 -0.10 0.06 0.23
H 2.679 -4.191 2.382 -0.01 0.08 -0.13 0.26
H 4.467 -4.917 3.886 0.11 -0.02 0.05 0.28
H 1.873 -2.446 -2.051 0.07 0.07 0.08 0.26
H 3.100 -1.885 -4.098 0.02 0.10 -0.06 0.29
H 4.678 0.030 -4.107 0.03 -0.08 0.02 0.28
H 5.390 1.068 -1.968 -0.01 0.02 -0.10 0.28
H 4.144 0.556 0.085 -0.02 -0.08 -0.20 0.24
H 2.500 -4.423 -0.365 -0.11 -0.01 -0.06 0.22
H 0.891 -6.228 -0.881 0.00 -0.03 0.13 0.27
H -1.429 -6.063 -0.040 -0.04 0.21 -0.28 0.27
H -2.272 -3.948 0.918 0.01 -0.07 0.06 0.25
H -0.695 -2.081 1.392 0.10 -0.54 -0.24 0.18

---

# 4
34
Properties=species:S:1:pos:R:3:forces:R:3:nbo_charge:R:1 method="wB97M-V/def2-TZVPD" homo_energy_ev="-15.259 / -15.304" max_force_ev_per_a=4.058 orbital_gap_ha="0.22503 / 0.24600" spin_multiplicity=5 charge=+2
Mn -0.713 0.038 1.468 1.96 0.28 -0.63 1.60
N -0.808 3.093 -1.546 -0.06 -0.95 -0.43 -0.46
C -0.829 2.466 -0.389 -0.52 0.17 -0.70 0.38
N -0.192 1.337 -0.123 -0.82 0.01 1.82 -0.66
C 0.387 0.615 -1.113 -0.20 0.10 -3.03 0.46
N 0.651 -0.655 -0.967 1.03 1.42 -0.96 -0.28
N 0.491 -0.967 0.302 -0.35 -2.58 2.45 -0.29
C 0.932 -2.091 0.807 0.71 0.56 -0.59 0.16
C 0.569 -2.434 2.154 -0.50 -1.12 2.24 0.12
C 0.783 -3.672 2.844 0.06 1.37 -1.41 -0.15
C 0.352 -3.744 4.157 0.31 -0.03 0.63 -0.10
C -0.114 -2.619 4.823 -0.43 -0.17 -0.71 -0.19
C -0.328 -1.466 4.126 -0.75 1.95 -0.95 0.09
N -0.062 -1.430 2.820 0.12 1.12 -1.02 -0.55
C 0.502 1.272 -2.439 -0.02 -0.87 0.76 -0.15
C 1.128 0.663 -3.516 0.85 1.76 -1.06 -0.11
C 1.336 1.409 -4.729 -0.82 -2.87 2.34 -0.16
C 0.786 2.635 -4.932 -0.89 1.12 1.06 -0.15
C 0.078 3.217 -3.885 -0.64 -0.55 1.80 -0.18
C -0.080 2.508 -2.635 -0.02 2.43 -1.58 0.15
H -1.585 3.742 -1.723 0.80 0.01 -0.01 0.46
H -1.541 2.835 0.322 0.06 0.29 0.56 0.23
H 1.713 -2.672 0.321 -0.48 -0.09 -0.54 0.26
H 1.243 -4.531 2.351 -0.18 0.36 0.10 0.27
H 0.442 -4.669 4.709 0.00 -0.10 -0.08 0.27
H -0.515 -2.592 5.787 0.01 -0.56 1.63 0.26
H -0.777 -0.491 4.516 0.62 -1.78 -0.15 0.25
H 1.554 -0.296 -3.307 0.23 -0.45 -0.51 0.25
H 1.761 0.856 -5.508 0.93 -0.41 -1.14 0.24
H 0.861 3.147 -5.873 0.14 0.13 -0.21 0.26
H -0.387 4.199 -3.980 0.14 -0.27 -0.04 0.24
O -2.501 -0.621 0.868 -1.69 1.60 3.32 -0.45
N -2.996 -0.009 1.930 1.70 0.19 -2.29 0.45
O -2.142 0.929 2.360 -1.33 -2.06 -0.66 -0.50

---

| no. | E (hartree) |
| --- | --- |
| 1 | -1371.672340 |
| 2 | -3394.239634 |
| 3 | -3446.238091 |
| 4 | -2169.452382 |